P) Here is an isolated molecule of C4H4Cl2 from the Open Molecules 2025 dataset. Energies are from ωB97M-V/def2-TZVPD.

The spin multiplicity is 1. Its SMILES is C=C/C(Cl)=C\Cl. The value obtained for the HOMO energy is -8.7 eV. Its frontier orbital gap is 8.5 eV.

Last column: Mulliken charge in e.
Atoms and positions in Å:
Cl 2.543 0.054 -0.007  -0.174
Cl -1.764 -1.114 -0.072  -0.220
C -0.303 -0.022 0.014  0.560
C -1.773 1.746 0.115  -0.641
C -0.463 1.280 -0.070  -0.044
C 0.904 -0.699 0.102  -0.380
H -2.845 1.260 0.635  0.188
H 0.903 -1.825 0.475  0.292
H 0.446 1.907 -0.579  0.185
H -1.935 2.840 -0.150  0.235

=====

Q) Here is an isolated molecule of C4H4Cl2 from the Open Molecules 2025 dataset. Energies are from ωB97M-V/def2-TZVPD.

The spin multiplicity is 1. Its SMILES is Cl/C=C/C=C/Cl. The value obtained for the HOMO energy is -9.2 eV. Its frontier orbital gap is 9.1 eV.

Last column: Mulliken charge in e.
Atoms and positions in Å:
Cl -3.137 -0.300 -0.075  -0.216
Cl 3.231 -0.259 0.055  -0.184
C 0.645 0.878 -0.037  -0.014
C 1.443 -0.177 -0.340  -0.304
C -1.399 -0.320 0.353  -0.137
C -0.924 0.993 0.097  -0.350
H 1.172 1.946 0.239  0.210
H -0.856 -1.248 0.647  0.375
H 1.066 -1.227 -0.634  0.309
H -1.578 1.803 -0.357  0.312

=====

Stability, highest: Q)

=====

P) Here is a cluster of 2 separate species, CH2FNO3S in total from the Open Molecules 2025 dataset. Energies are from ωB97M-V/def2-TZVPD.

The spin multiplicity is 1. The value obtained for the HOMO energy is -11.1 eV. Its frontier orbital gap is 11.6 eV.

Last column: Mulliken charge in e.
Atoms and positions in Å:
S 1.767 -0.998 -0.533  0.858
F 1.532 0.241 0.531  -0.253
O -1.061 -1.143 0.454  -0.399
O 3.190 -1.115 -0.429  -0.486
O 1.209 -0.272 -1.865  -0.464
N -2.472 0.650 0.132  -0.344
C -1.885 -0.349 0.414  0.494
H 1.347 0.475 -2.444  0.344
H -3.222 1.270 0.267  0.251

=====

Q) Here is a cluster of 2 separate species, CH2FNO3S in total from the Open Molecules 2025 dataset. Energies are from ωB97M-V/def2-TZVPD.

The spin multiplicity is 1. The value obtained for the HOMO energy is -11.3 eV. Its frontier orbital gap is 11.8 eV.

Last column: Mulliken charge in e.
Atoms and positions in Å:
S -1.576 -0.337 0.262  0.879
F -3.199 0.043 0.378  -0.268
O 0.674 -1.339 -0.156  -0.450
O -1.108 0.305 1.441  -0.436
O -1.338 0.755 -1.048  -0.520
N 2.744 -0.356 0.335  -0.383
C 1.750 -0.911 -0.075  0.562
H 3.563 0.128 0.019  0.282
H -1.511 1.713 -1.157  0.334

=====

Stability, highest: P)

=====

P) Here is an isolated molecule of C4H5N from the Open Molecules 2025 dataset. Energies are from ωB97M-V/def2-TZVPD.

The spin multiplicity is 1. Its SMILES is c1cc[nH]c1. The value obtained for the HOMO energy is -8.3 eV. Its frontier orbital gap is 9.3 eV.

Last column: Mulliken charge in e.
Atoms and positions in Å:
N 0.278 0.565 0.976  -0.073
C 0.272 -0.161 -1.174  -0.197
C -0.750 -0.772 -0.472  -0.071
C 0.949 0.638 -0.249  -0.498
C -0.810 -0.334 0.819  -0.778
H 1.749 1.312 -0.474  0.360
H 0.592 0.854 1.926  0.252
H -1.301 -1.533 -1.132  0.259
H 0.413 -0.192 -2.297  0.308
H -1.367 -0.628 1.600  0.438

=====

Q) Here is an isolated molecule of C4H5N from the Open Molecules 2025 dataset. Energies are from ωB97M-V/def2-TZVPD.

The spin multiplicity is 1. The value obtained for the HOMO energy is -8.3 eV. Its frontier orbital gap is 8.9 eV.

Last column: Mulliken charge in e.
Atoms and positions in Å:
N 0.023 -0.343 -0.451  -0.161
C -0.867 2.601 0.978  -0.036
C 0.586 -1.682 -0.474  -0.728
C -0.191 1.753 0.436  0.207
C 0.643 0.634 0.167  -0.831
H -0.941 -0.270 -0.778  0.291
H -1.437 3.338 1.497  0.380
H 1.595 -1.602 -0.070  0.338
H 0.603 -2.106 -1.482  0.272
H -0.014 -2.325 0.179  0.267

=====

Stability, highest: P)

=====

P) Here is a structure of composition C4H5N from the Open Molecules 2025 dataset. Energies are from ωB97M-V/def2-TZVPD.

The spin multiplicity is 1. The value obtained for the HOMO energy is -8.6 eV. Its frontier orbital gap is 8.9 eV.

Last column: Mulliken charge in e.
Atoms and positions in Å:
N -1.062 -1.161 -0.569  -0.508
C 0.152 1.422 -0.934  -0.668
C 0.304 -0.906 1.527  -0.812
C 0.025 -0.895 0.224  0.403
C -0.213 0.175 -0.699  0.262
H 1.236 -0.515 1.909  0.249
H 0.824 1.923 -0.248  0.245
H -0.228 1.978 -1.780  0.254
H -0.302 -1.453 2.237  0.254
H -0.736 -0.570 -1.667  0.322

=====

Q) Here is an isolated molecule of C4H5N from the Open Molecules 2025 dataset. Energies are from ωB97M-V/def2-TZVPD.

The spin multiplicity is 1. Its SMILES is c1cc[nH]c1. The value obtained for the HOMO energy is -7.8 eV. Its frontier orbital gap is 8.5 eV.

Last column: Mulliken charge in e.
Atoms and positions in Å:
N -1.107 0.456 -0.086  -0.146
C 0.173 1.185 -0.137  -0.559
C 1.229 0.306 0.022  -0.042
C -0.849 -0.812 -0.040  -0.283
C 0.635 -0.951 -0.148  -0.412
H 1.199 -2.012 0.148  0.210
H -1.582 -1.627 -0.147  0.331
H 0.103 2.407 -0.062  0.247
H 2.378 0.303 0.064  0.303
H -2.178 0.746 0.386  0.350

=====

Stability, highest: Q)